[1]
76
Properties=species:S:1:pos:R:3 method="wB97M-V/def2-TZVPD" total_charge=-2 energy_ha=-2009.8288 max_force_ev_per_a=1.1 multiplicity=2 homo_ev="1.13 / -1.60" de_lowest_ev=1.115
Hg -0.58 -1.00 0.73
C -3.39 -3.12 3.68
C -2.40 -2.03 3.25
O -1.38 -2.43 2.64
C -2.72 -0.71 3.58
C -2.07 0.47 3.13
C -2.56 1.79 3.65
N -1.06 0.46 2.29
N -0.50 1.70 2.01
C 0.52 1.64 1.19
O 1.03 0.61 0.61
C 1.18 2.96 1.00
C 2.57 3.03 0.90
C 3.21 4.25 0.71
C 2.47 5.42 0.60
C 1.08 5.36 0.72
C 0.45 4.14 0.92
H -4.00 -3.36 2.81
H -4.04 -2.79 4.49
H -2.84 -4.01 3.97
H -3.60 -0.56 4.19
H -3.45 1.67 4.27
H -2.77 2.45 2.80
H -1.77 2.28 4.22
H 3.14 2.11 0.98
H 4.29 4.30 0.63
H 2.96 6.37 0.44
H 0.50 6.27 0.63
H -0.63 4.08 1.01
N 1.51 -2.19 2.50
C 2.86 -2.71 2.66
C 3.37 -3.31 1.35
C 3.55 -2.22 0.28
C 3.17 -2.68 -1.13
N 1.73 -2.74 -1.22
H 1.19 -1.68 3.31
H 0.84 -2.93 2.33
H 2.92 -3.47 3.46
H 3.53 -1.89 2.95
H 2.64 -4.05 1.03
H 4.32 -3.82 1.53
H 4.58 -1.85 0.29
H 2.87 -1.39 0.51
H 3.69 -3.63 -1.36
H 3.51 -1.93 -1.85
H 1.32 -3.51 -0.71
H 1.36 -2.73 -2.16
N -4.61 -3.88 -3.61
C -3.53 -3.16 -3.04
N -3.00 -2.11 -3.79
N -3.07 -3.56 -1.83
C -2.14 -3.01 -1.16
N -1.26 -2.66 -0.45
H -5.34 -3.25 -3.97
H -5.00 -4.50 -2.92
H -3.69 -1.45 -4.14
H -2.29 -1.61 -3.27
N -2.21 0.41 -0.51
C -2.64 1.08 -1.35
C -3.19 1.88 -2.37
C -2.53 3.03 -2.83
N -2.01 3.98 -3.23
C -4.41 1.48 -2.94
N -5.41 1.15 -3.42
C 1.85 3.32 -2.75
N 1.85 1.88 -2.56
C 3.10 1.19 -2.40
C 0.69 1.19 -2.57
O 0.59 -0.01 -2.65
H 2.81 3.72 -2.45
H 1.08 3.79 -2.15
H 1.67 3.57 -3.80
H 3.72 1.70 -1.67
H 3.65 1.12 -3.35
H 2.88 0.18 -2.04
H -0.18 1.87 -2.57

[2]
64
Properties=species:S:1:pos:R:3 method="wB97M-V/def2-TZVPD" energy_ha=-2288.8123 max_force_ev_per_a=1.9 multiplicity=6 homo_ev="-5.75 / -6.30" de_lowest_ev=0.000
C -3.60 0.60 -0.92
C -3.87 1.79 -1.87
H -3.51 -0.32 -1.50
H -4.45 0.45 -0.25
H -2.74 0.72 -0.26
H -3.24 1.81 -2.76
H -4.90 1.72 -2.23
H -3.77 2.74 -1.34
C 1.47 -2.76 -1.17
C 2.44 -3.73 -1.43
C 3.58 -3.36 -2.15
C 3.69 -2.04 -2.58
H 0.61 -3.03 -0.58
H 2.30 -4.74 -1.06
H 4.38 -4.08 -2.36
H 4.57 -1.70 -3.13
N 1.54 -1.48 -1.61
C 2.67 -1.12 -2.31
C 2.77 0.29 -2.65
N 1.84 1.11 -2.10
C 1.95 2.45 -2.31
C 3.86 2.17 -3.73
C 2.90 3.01 -3.16
H 1.21 3.08 -1.82
H 2.88 4.08 -3.34
C 3.80 0.81 -3.46
H 4.53 0.12 -3.86
H 4.63 2.57 -4.38
Mn 0.10 0.11 -1.21
C -0.83 1.57 -2.09
H -0.76 1.57 -3.18
H -0.59 2.55 -1.65
H -1.82 1.28 -1.78
C -0.04 -0.32 5.50
C -0.08 0.31 4.13
C -0.09 1.70 4.00
C -0.08 2.31 2.74
C -0.08 3.80 2.70
C -0.05 1.52 1.59
C -0.18 0.10 1.68
C -0.08 -0.48 2.98
N -0.51 -0.65 0.57
C -1.35 -1.86 0.72
C -0.58 -3.01 1.40
C -2.57 -1.54 1.58
C -1.81 -2.32 -0.67
H 0.89 -0.05 6.03
H -0.88 0.05 6.12
H -0.10 -1.41 5.45
H -0.10 2.31 4.90
H -0.89 4.21 3.31
H 0.86 4.21 3.10
H -0.19 4.17 1.68
H -0.03 2.00 0.60
H -0.03 -1.55 3.10
H -0.89 -3.13 2.44
H -0.81 -3.96 0.91
H 0.50 -2.86 1.38
H -3.12 -0.67 1.21
H -3.26 -2.40 1.56
H -2.29 -1.36 2.62
H -2.45 -1.56 -1.15
H -0.98 -2.52 -1.36
H -2.40 -3.24 -0.57

[3]
65
Properties=species:S:1:pos:R:3 method="wB97M-V/def2-TZVPD" total_charge=+1 energy_ha=-1308.6179 max_force_ev_per_a=0.9 smiles="CCN(CC)CCOc1ccc2c(c1)C(=O)c1cc(OCC[NH+](CC)CC)ccc1-2" homo_ev=-9.71 de_lowest_ev=2.191
C 2.30 4.57 2.36
H 3.03 4.21 3.08
H 1.52 5.10 2.90
H 1.86 3.70 1.88
C 3.00 5.48 1.35
N 2.16 6.06 0.32
C 1.65 5.10 -0.65
H 1.07 4.29 -0.18
H 0.98 5.64 -1.32
C 2.78 4.49 -1.49
H 3.55 5.25 -1.65
H 2.39 4.17 -2.46
O 3.45 3.42 -0.86
C 2.83 2.24 -0.68
C 3.52 1.31 0.10
C 3.02 0.04 0.35
C 1.80 -0.31 -0.20
C 1.10 0.62 -0.99
C 1.59 1.89 -1.24
H 1.02 2.56 -1.86
C -0.16 0.02 -1.46
O -1.05 0.52 -2.11
C -0.13 -1.37 -0.92
C -1.06 -2.37 -1.09
C -0.82 -3.59 -0.46
C 0.33 -3.78 0.31
C 1.26 -2.76 0.47
C 1.03 -1.55 -0.15
H 2.14 -2.93 1.06
H 0.48 -4.74 0.78
O -1.68 -4.69 -0.51
C -2.73 -4.69 -1.45
C -3.97 -4.03 -0.83
N -4.05 -4.47 0.58
H -3.05 -4.67 0.81
C -4.79 -5.75 0.74
C -4.31 -6.53 1.95
H -3.25 -6.76 1.86
H -4.47 -6.00 2.88
H -4.85 -7.47 2.01
H -5.86 -5.52 0.82
H -4.64 -6.35 -0.15
C -4.53 -3.41 1.50
C -3.45 -2.38 1.80
H -3.13 -1.84 0.91
H -3.83 -1.66 2.51
H -2.57 -2.86 2.23
H -5.41 -2.94 1.06
H -4.83 -3.88 2.44
H -3.86 -2.94 -0.85
H -4.88 -4.30 -1.37
H -2.92 -5.75 -1.67
H -2.45 -4.20 -2.39
H -1.92 -2.18 -1.71
H 3.58 -0.65 0.96
H 4.47 1.61 0.51
C 1.12 6.97 0.79
C 1.69 8.15 1.57
H 0.92 8.90 1.69
H 2.52 8.58 1.03
H 2.03 7.85 2.56
H 0.62 7.36 -0.10
H 0.36 6.45 1.40
H 3.47 6.31 1.88
H 3.79 4.92 0.85